Molecular formula: C26H43BrCaN6P2
Method: DFT, wB97M-V/def2-TZVPD

Each line ends with the Mulliken charge.
Geometry (Å):
1 H 4.4329 -2.1237 1.9716  0.40
2 N -5.7984 5.0233 -4.3724  -0.53
3 H -1.8283 4.7129 -1.7539  0.23
4 C 3.8557 1.8692 -0.7956  0.18
5 H -1.9883 -2.3068 0.4938  0.49
6 C 3.8416 -0.9970 0.2394  0.13
7 C -4.2172 5.2803 -2.6024  -0.55
8 H -0.7890 -3.3193 -4.8022  0.31
9 C -1.2524 1.6646 -2.9368  0.56
10 H -4.3712 2.5761 1.6787  0.29
11 H -4.4257 -2.2403 -1.6231  0.30
12 H 3.5040 -1.9031 -0.2870  0.20
13 H 0.5173 -4.4669 -4.6494  0.44
14 H -1.9191 -4.7124 0.8721  0.34
15 H 2.9737 2.0382 -1.4320  -0.30
16 H 5.2321 2.7306 -2.2657  0.33
17 H 3.9355 0.4249 -3.4015  0.40
18 N -1.4502 1.5838 2.5263  -0.62
19 P -1.3108 -2.8174 -1.7580  1.19
20 H -3.0635 3.2179 -5.1013  0.40
21 Ca -0.0457 3.6630 -1.2346  1.69
22 H -0.2377 -2.2369 0.2729  0.16
23 H 0.7991 -2.8123 -2.8273  0.22
24 H 4.9424 3.7809 -0.8638  0.38
25 C 3.8441 -0.4002 -2.6744  0.79
26 H -0.3434 -1.3977 -4.1674  0.12
27 C -2.1010 1.1963 -1.8919  -0.08
28 P 4.4041 0.1713 -1.0414  -0.09
29 C -0.3767 -4.0908 -4.1438  -1.45
30 H 3.5770 1.9833 0.2640  0.40
31 N -0.6602 2.7350 0.7639  -0.46
32 H -5.2984 3.8084 -6.0038  0.36
33 H -0.3351 -4.8791 0.0802  0.30
34 C 0.0006 -3.5855 -2.7517  -0.34
35 C -5.4647 5.5540 -3.1951  -0.41
36 H -3.0302 -3.5605 -3.1954  0.51
37 H -4.9054 -3.9324 -1.4912  0.40
38 C 4.6167 -1.6483 -3.1046  -1.36
39 H -0.4708 -4.1161 1.6635  0.42
40 C -1.3212 -1.0674 -2.2648  -0.03
41 C -2.0373 4.0624 -2.6572  -0.12
42 N -2.4165 2.3243 1.9380  0.85
43 H -2.6621 -4.7358 -1.9403  0.46
44 H 0.6419 1.6203 2.0590  0.50
45 H -3.9594 5.7370 -1.6442  0.34
46 H 2.7597 -0.6634 -2.5627  -0.81
47 C 4.8696 -1.3707 1.3081  -1.45
48 C -0.5890 0.7052 -3.7415  -1.28
49 H 2.9594 -0.5349 0.7041  0.09
50 H -1.1019 -4.9095 -4.1072  0.39
51 H -6.1956 6.2232 -2.7116  0.36
52 H 5.6929 -1.4531 -3.1526  0.41
53 H 0.4355 -4.3838 -2.1440  0.55
54 C -4.9743 4.2081 -5.0348  -0.37
55 N -2.0219 2.9127 0.7866  -0.09
56 C -1.1391 -2.8481 0.0590  -0.09
57 H -0.5682 3.3809 -4.1349  0.50
58 H 5.1477 -0.5073 1.9192  0.33
59 H 5.9754 2.3392 -0.7047  0.37
60 C -3.3156 4.4061 -3.2662  0.32
61 H -3.8797 -3.2118 -0.2366  0.31
62 H 5.7772 -1.7993 0.8674  0.35
63 C -0.9618 -4.2182 0.6878  -1.43
64 N -3.7325 1.9108 2.0918  -0.56
65 C 5.0678 2.7433 -1.1809  -1.27
66 H 0.0719 1.0406 -4.5557  0.51
67 H -2.7686 -0.5109 -0.7436  0.49
68 C -4.0808 -3.2313 -1.3139  -1.20
69 C -1.1403 3.1137 -3.2249  -0.71
70 H -2.7568 1.9138 -1.3833  0.82
71 Br 1.1462 -1.1928 -1.2166  -0.24
72 C -0.7335 -0.6413 -3.4832  -0.39
73 C -2.8618 -3.6706 -2.1182  -0.56
74 H 4.2789 -1.9792 -4.0901  0.40
75 H -3.9313 1.7248 3.0649  0.31
76 C -3.7138 3.8673 -4.5221  -0.47
77 C -2.1382 -0.1525 -1.5709  -1.38
78 H 4.4457 -2.4714 -2.4029  0.27
79 C -0.3671 1.9372 1.8241  -0.26

## Properties
2S+1   1
Molecular weight   621.6 u
Electronic energy   -5278.6624 Ha
Net charge   +2

=====

Molecular formula: C2H4F4N2
Method: DFT, wB97M-V/def2-TZVPD

Each line ends with the Mulliken charge.
Geometry (Å):
1 F -0.0038 1.5403 -0.8531  -0.32
2 N -2.0827 -0.5238 0.0050  -0.71
3 F -0.1151 1.1114 1.2557  -0.30
4 H -2.4733 0.3140 -0.4248  0.25
5 C 1.7258 -0.0114 0.0273  0.13
6 H 2.4060 0.8458 0.0997  0.29
7 N -0.6813 -0.5998 -0.1296  -0.16
8 H -2.3162 -0.5385 0.9938  0.26
9 C 0.1153 0.5222 0.0684  0.80
10 H -0.4172 -1.1370 -0.9483  0.26
11 F 1.9206 -0.6608 -1.1277  -0.26
12 F 1.9218 -0.8624 1.0338  -0.24

## Properties
SMILES string   NNC(F)(F)C(F)F
2S+1   1
Molecular weight   132.1 u
Relative energy (zero: lowest compared OMol25 entry of this formula, charge and spin)   1.300 eV

=====

Molecular formula: C37H35FN9O5PdTe
Method: DFT, wB97M-V/def2-TZVPD

Each line ends with the Mulliken charge.
Geometry (Å):
1 C 4.5487 -2.2457 1.7387  -0.15
2 C 3.5190 -0.1670 0.6115  0.59
3 H 2.0907 1.4124 -4.4130  0.23
4 H 5.8127 -4.0900 3.2597  0.28
5 H 0.7772 -0.5389 -5.8655  0.46
6 H -4.3884 4.5653 -0.3365  0.35
7 H -1.7096 -0.1364 -2.4297  -0.36
8 C 0.3670 0.6529 -3.3903  0.84
9 N 2.7852 -5.8663 -0.0321  -0.55
10 C -3.2058 -0.5226 -0.8445  0.32
11 C 2.4860 -2.4039 0.4547  0.56
12 H -3.4170 -0.4990 -2.9371  0.34
13 H 0.9283 2.7147 -4.1873  0.35
14 C -3.0748 -0.7173 1.5964  -0.37
15 C -4.1628 4.2045 2.3703  -0.92
16 C 4.5375 0.5938 1.1851  -0.57
17 C 3.2065 1.3742 -1.0998  0.01
18 H -5.0076 -3.1758 0.1884  0.34
19 H -4.5963 -1.7614 -1.7775  0.28
20 C 3.1970 -3.8861 5.4710  -0.55
21 H 4.5705 3.0660 -1.1820  0.43
22 C -3.5037 3.9763 -0.0453  -1.34
23 C 2.2329 -4.6138 -0.0132  0.33
24 C 4.2088 -2.6899 3.1753  0.57
25 C -4.5244 -2.2272 0.3222  -0.75
26 H -3.5882 3.0973 -0.6557  0.14
27 C 4.9178 1.7920 0.5177  -0.59
28 H -4.9753 4.8555 2.0147  0.23
29 N 1.3236 -2.0935 -0.1972  -0.01
30 H -4.3731 -2.1753 2.4757  0.37
31 N 3.3483 -1.5136 1.0263  0.51
32 H 2.6429 1.5853 -1.9918  0.13
33 C -5.0351 4.2671 4.7677  -1.40
34 C -4.1354 -1.5543 -0.8246  -0.61
35 C 4.9100 -3.7216 3.7698  -0.83
36 N -0.5851 2.4958 -7.6960  -0.05
37 H -2.6229 -0.3448 2.5100  0.34
38 H 5.0757 0.3541 2.1084  0.36
39 H 2.8832 -1.0153 3.6776  0.43
40 C -0.1212 2.6354 -6.4146  0.43
41 H -5.5916 5.1687 4.4397  0.33
42 C 4.2256 2.2156 -0.6413  -0.89
43 H -0.9997 3.2840 -8.2220  0.26
44 C 2.5471 -2.7770 4.8611  -0.45
45 N 2.9037 -3.6724 0.6479  -0.42
46 O 5.6051 -2.3566 1.1852  -0.76
47 C 0.0599 0.1860 -7.7784  0.17
48 H -0.2722 1.2970 3.0711  0.19
49 C -2.3598 2.7213 1.8735  0.32
50 C -3.0715 2.9537 4.1075  -0.85
51 H -0.8559 -2.0490 -1.4144  -0.09
52 O -0.0055 -0.4823 -3.6845  -0.66
53 C -4.0795 3.7926 3.7151  1.10
54 H -1.4036 0.6905 4.2437  0.37
55 C 1.0001 1.6769 -4.4776  -1.04
56 C -0.5790 1.3172 -8.4870  0.28
57 C 0.5442 -3.2036 -0.5426  0.12
58 H -2.9037 2.7933 5.1914  0.25
59 H 2.4683 -6.3650 -0.8849  0.27
60 H 5.7609 2.3915 0.8957  0.34
61 H 3.8181 -5.7991 0.0201  0.31
62 H 1.5717 -2.4678 5.2620  0.31
63 H -5.7073 3.4486 5.0530  0.27
64 H -0.4912 2.1323 4.6451  0.41
65 N 0.9667 -4.4591 -0.4505  -0.81
66 O 0.4809 1.1929 -2.1884  -0.57
67 H -1.2853 -3.7507 -1.3359  0.26
68 N 0.4209 1.4851 -5.8150  0.24
69 C 3.1740 -2.0256 3.8791  -0.40
70 C -1.0239 1.5859 3.8218  -1.64
71 C -3.3224 3.5988 1.4438  0.63
72 H 4.8882 -5.1102 5.4483  0.33
73 C -2.1585 2.3820 3.2201  0.42
74 O -1.1214 1.2090 -9.5944  -0.66
75 H 2.7244 -4.3249 6.3681  0.31
76 N 2.7718 0.2892 -0.4405  -0.07
77 H -4.3807 4.5067 5.6487  0.32
78 C 0.3849 0.2828 -6.4712  -0.04
79 O -0.2334 3.7111 -5.8537  -0.64
80 H -2.6189 4.4853 -0.4752  0.31
81 Te -1.2661 1.5606 0.4109  0.19
82 N -0.7147 -2.9737 -1.0159  -0.07
83 C -2.6978 -0.1165 0.3707  0.86
84 Pd 0.7835 -0.1571 -0.6150  0.42
85 C -2.7716 0.0083 -2.1832  -0.69
86 F 0.0799 -1.0003 -8.4353  -0.31
87 C 4.3684 -4.3038 4.9487  -0.25
88 H -2.9854 1.1071 -2.2330  0.16
89 C -3.9904 -1.7628 1.5604  -0.62

## Properties
2S+1   2
Molecular weight   938.8 u
Net charge   -2
Relative energy (zero: lowest compared OMol25 entry of this formula, charge and spin)   0.000 eV
Expectation value of S²   0.766

=====

Molecular formula: C16H30N2OS
Method: DFT, wB97M-V/def2-TZVPD

Each line ends with the Mulliken charge.
Geometry (Å):
1 C -0.6294 -0.2402 -1.2948  -0.01
2 H 0.2676 4.1202 -3.2167  0.34
3 H -2.5633 0.2954 0.5151  0.29
4 H -1.9688 5.0281 -3.0079  0.35
5 H -3.1329 -0.3734 -2.2753  0.32
6 C -0.4017 2.0756 -3.0693  -0.83
7 H -0.0235 2.5782 -1.0091  0.09
8 C 0.8381 -0.8783 2.1283  -0.51
9 H 0.0570 1.7087 1.2193  0.25
10 H 3.9393 -0.0774 3.4924  0.39
11 H -2.0217 -1.6057 -0.3462  0.41
12 N -1.4122 0.9658 -1.0672  0.29
13 H -0.9408 -2.3564 -1.5187  0.33
14 C 1.6504 -2.9631 3.2942  -0.88
15 C 2.2179 -0.1986 2.1807  -0.60
16 N -0.0451 -0.4114 1.0719  0.43
17 H -0.4940 3.5287 -4.7001  0.39
18 H 2.4008 -0.3580 4.3365  0.38
19 H 1.2362 0.3997 -0.4131  0.24
20 H -3.3514 -2.1449 -2.3074  0.38
21 C -1.9692 3.2911 -1.6693  -1.14
22 C -1.8137 1.0678 0.3244  -1.26
23 C -0.6625 0.8753 1.3201  -0.62
24 O -2.0818 -1.3001 -3.7006  -0.51
25 C -1.8816 3.9432 -3.0573  -0.65
26 C -1.5488 -1.4703 -1.3165  -1.01
27 C 2.9775 -0.5860 3.4380  -0.81
28 S 3.3611 -2.3641 3.4574  -0.16
29 H -1.5694 -2.1049 -3.8384  0.34
30 C -2.6196 -1.3283 -2.3982  -0.85
31 C 0.9936 -2.4020 2.0447  -0.67
32 H 2.8052 -0.4838 1.3056  0.31
33 H 0.0031 -2.8450 1.9209  0.43
34 H -1.8225 4.0307 -0.8820  0.30
35 H 0.6184 1.7021 -3.1545  0.35
36 H 1.1065 -2.6756 4.1958  0.41
37 H 2.0886 0.8872 2.1702  0.41
38 H -1.0770 1.4083 -3.6058  0.27
39 H 0.3154 -0.6532 3.0687  0.45
40 H 1.6001 -2.6737 1.1793  0.30
41 C 0.5039 -0.4159 -0.2693  -1.68
42 H -0.1791 -0.1671 -2.2862  0.82
43 C -0.5340 3.4931 -3.6125  -0.80
44 H 1.0085 -1.3643 -0.4543  0.70
45 H -1.0626 0.8930 2.3366  0.57
46 H -2.6803 3.5681 -3.6973  0.31
47 H 1.7217 -4.0489 3.2505  0.40
48 H -2.2783 2.0385 0.4952  0.67
49 H -2.9444 2.8282 -1.5266  0.34
50 C -0.8692 2.2022 -1.6134  0.74

## Properties
SMILES string   OCC[C@@H]1CN(C2CCSCC2)CCN1C1CCCC1
2S+1   1
Molecular weight   298.5 u
Relative energy (zero: lowest compared OMol25 entry of this formula, charge and spin)   0.000 eV